Record 1
Computed, not measured: a molecular structure, C32H24ClF3N5O16P2S2W, with ωB97M-V with the def2-TZVPD basis set.

The HOMO energy comes out at -11.42 eV. For the energy relative to the best compared isomer or geometry (same formula, charge and spin), the calculation gives 62.6 kJ/mol. The calculation puts the frontier orbital gap at 0.232 Ha. Its total charge is +1.

Structure (XYZ):
```
86
Properties=species:S:1:pos:R:3:forces:R:3:lowdin_charge:R:1
W -0.160 0.205 0.980 0.00 0.18 -0.37 2.079
O 0.121 2.890 -6.296 0.00 0.00 -0.01 0.115
N 0.814 3.047 -5.319 -0.01 -0.01 0.02 -0.333
O 1.913 3.561 -5.307 0.01 0.00 0.01 0.100
C 0.254 2.601 -4.024 0.03 -0.01 0.03 -0.046
C -1.085 2.668 -3.910 -0.02 0.01 0.01 0.093
C -1.721 2.331 -2.674 0.01 0.01 -0.02 -0.097
C -3.079 2.568 -2.419 -0.02 -0.01 0.01 0.052
C -3.569 2.306 -1.165 0.00 0.01 -0.01 0.017
C -2.728 1.747 -0.205 0.00 -0.01 0.00 -0.062
N -1.457 1.452 -0.447 0.06 -0.06 0.15 0.028
C -0.945 1.793 -1.651 -0.01 0.00 0.00 -0.130
C 0.465 1.691 -1.802 0.02 0.01 -0.02 -0.153
N 1.122 1.207 -0.729 -0.07 0.09 0.06 0.017
C 2.435 1.319 -0.695 0.03 -0.01 0.00 -0.072
C 3.164 1.807 -1.779 0.00 0.00 -0.01 0.026
C 2.519 2.186 -2.925 -0.01 0.00 0.01 0.064
C 1.111 2.169 -2.947 -0.01 0.00 -0.05 -0.038
H -1.676 3.013 -4.747 0.00 0.00 0.00 0.143
H -3.712 2.982 -3.194 0.00 0.00 0.00 0.137
H -4.594 2.516 -0.899 0.00 0.00 0.00 0.128
H -3.104 1.532 0.784 0.00 0.00 -0.01 0.105
H 2.932 1.001 0.204 0.01 0.00 0.01 0.106
H 4.241 1.851 -1.705 0.00 0.00 0.00 0.132
H 3.074 2.528 -3.782 0.00 0.00 -0.01 0.120
C -0.101 -7.492 -2.838 0.00 0.01 0.00 -0.036
C 0.068 -6.018 -2.606 0.00 -0.01 0.01 -0.249
C 0.216 -5.146 -3.685 0.00 0.00 -0.01 -0.017
C 0.390 -3.789 -3.488 -0.02 0.01 -0.02 -0.045
C 0.431 -3.297 -2.187 0.02 -0.01 0.03 -0.303
C 0.286 -4.139 -1.095 0.01 0.00 0.00 -0.052
C 0.098 -5.493 -1.316 0.00 0.00 -0.01 -0.007
S 0.695 -1.567 -2.019 -0.02 0.02 -0.05 0.673
O 2.057 -1.275 -1.710 -0.02 0.01 0.02 -0.254
O 0.079 -0.927 -3.152 0.01 0.00 0.00 -0.261
N -0.220 -1.143 -0.672 0.04 0.06 0.13 -0.186
C -1.558 -1.489 -0.641 0.08 0.01 0.04 -0.371
C -2.378 -2.236 -1.475 -0.04 -0.04 -0.04 0.032
C -3.681 -2.419 -1.049 0.02 0.00 0.00 -0.007
C -4.129 -1.870 0.151 0.01 0.00 -0.01 -0.018
C -3.266 -1.094 0.893 -0.04 -0.02 -0.01 -0.067
N -2.014 -0.904 0.464 -0.31 -0.19 0.01 -0.038
H 0.856 -7.944 -3.105 0.00 0.00 0.00 0.094
H -0.792 -7.684 -3.657 0.00 0.00 0.00 0.086
H -0.470 -7.995 -1.946 0.00 0.00 0.00 0.080
H 0.190 -5.537 -4.695 0.00 0.00 0.00 0.124
H 0.484 -3.115 -4.328 0.00 0.00 0.00 0.120
H 0.324 -3.752 -0.088 -0.02 -0.01 -0.03 0.094
H -0.021 -6.156 -0.468 0.00 0.00 0.00 0.122
H -2.016 -2.657 -2.399 -0.01 0.01 0.01 0.118
H -4.359 -3.001 -1.660 0.00 0.00 0.00 0.125
H -5.140 -2.021 0.496 0.00 0.01 0.01 0.120
H -3.587 -0.600 1.800 0.04 0.02 0.02 0.094
O -0.210 -2.323 4.560 -0.06 0.01 0.03 -0.033
P -0.294 -0.914 3.894 -0.25 -0.05 -0.04 0.302
O 0.630 0.125 4.314 0.12 -0.01 -0.04 -0.194
O -0.315 -1.200 2.320 0.25 0.14 0.29 -0.402
O -1.845 -0.488 4.139 0.11 0.06 -0.03 -0.208
P -2.364 0.894 3.493 -0.08 -0.08 0.00 0.270
O -1.782 2.044 4.393 0.03 0.03 -0.01 -0.048
O -3.814 0.910 3.313 0.02 -0.01 -0.01 -0.224
O -1.539 0.974 2.171 -0.22 0.17 -0.07 -0.429
H -1.043 -2.682 4.889 0.01 -0.02 -0.02 0.113
H -2.473 2.534 4.859 0.01 -0.01 0.01 0.114
Cl 3.037 6.008 6.175 0.00 0.00 0.00 0.708
C 2.259 5.162 4.886 -0.01 0.00 0.00 -0.653
C 2.391 3.784 4.801 0.02 -0.01 0.01 -0.072
C 1.769 3.106 3.768 -0.02 0.02 0.01 0.007
C 1.019 3.815 2.833 0.06 -0.03 -0.02 -0.137
C 0.891 5.200 2.931 -0.01 0.00 0.01 0.002
C 1.513 5.880 3.958 0.01 0.00 0.00 -0.084
C 0.333 3.145 1.718 -0.17 -0.04 -0.03 -0.447
O -0.395 3.656 0.912 0.07 0.04 0.00 0.136
O 0.620 1.801 1.630 0.11 -0.18 0.08 -0.227
H 2.970 3.250 5.541 0.00 0.00 0.00 0.115
H 1.844 2.029 3.711 -0.02 -0.04 0.01 0.101
H 0.303 5.732 2.195 0.00 0.00 0.00 0.126
H 1.430 6.953 4.050 0.00 0.00 0.00 0.112
F 4.944 -2.120 1.870 0.00 -0.06 -0.02 0.181
C 4.133 -1.281 1.252 -0.03 0.03 -0.01 -0.666
F 4.316 -1.356 -0.055 0.02 0.02 -0.03 0.166
F 4.395 -0.036 1.658 -0.02 -0.01 0.02 0.148
S 2.399 -1.734 1.710 0.04 0.10 0.01 0.652
O 2.002 -2.846 0.919 0.07 -0.02 0.02 -0.229
O 2.401 -1.799 3.128 -0.06 0.03 -0.01 -0.214
O 1.695 -0.431 1.195 0.26 -0.18 -0.04 -0.489
```
Positions in Å, forces in eV/Å.

=====

Record 2
Computed, not measured: a molecular structure, C32H24N4O2S8Tc in a non-equilibrium geometry, with ωB97M-V with the def2-TZVPD basis set.

The HOMO energy (spin up / spin down) comes out at -13.39 / -13.39 eV. Its expectation value of S² is 3.80. For the energy relative to the best compared isomer or geometry (same formula, charge and spin), the calculation gives 0.0 kJ/mol. The calculation puts the frontier orbital gap (spin up / spin down) at 0.180 / 0.187 Ha. As for the spin multiplicity: 4. Its total charge is +2.

Structure (XYZ):
```
71
Properties=species:S:1:pos:R:3:forces:R:3:mulliken_spin:R:1
Tc 0.143 0.430 -0.331 1.04 0.03 1.06 2.698
N -2.242 2.786 -1.120 -0.34 -0.09 0.25 0.023
C -1.029 2.992 -1.631 -0.11 0.25 -0.20 -0.017
N 0.011 2.200 -1.417 -0.60 0.15 0.07 0.106
C 1.123 2.611 -2.126 0.39 0.95 -0.77 0.030
C 0.933 3.741 -2.863 -0.30 -0.98 0.74 0.007
S -0.691 4.307 -2.692 0.14 -0.25 0.16 0.001
C 2.308 1.785 -2.001 1.05 0.48 -0.74 0.002
C 3.506 1.915 -2.643 -0.95 -0.45 0.74 0.001
S 4.584 0.654 -2.157 -0.25 0.17 0.01 0.008
C 3.357 0.027 -1.124 0.05 0.42 -0.34 -0.013
N 2.228 0.711 -1.132 -0.27 -0.23 0.24 0.024
N 3.546 -1.061 -0.406 0.11 -0.95 0.65 0.010
H -2.364 2.088 -0.398 -0.12 0.30 -0.08 0.008
H -2.974 3.475 -1.236 0.15 -0.22 0.06 -0.002
H 1.624 4.250 -3.491 0.35 0.23 -0.27 0.001
H 3.806 2.639 -3.364 0.09 0.33 -0.28 0.000
H 4.431 -1.543 -0.409 -0.12 0.00 0.10 -0.001
H 2.833 -1.363 0.239 0.32 -0.03 0.04 0.010
O 0.659 1.412 1.230 -0.44 0.23 -3.03 0.060
C 0.569 1.169 2.570 0.96 -0.54 1.95 0.026
C 2.004 1.089 3.104 0.44 0.08 -0.34 -0.011
C 3.121 1.626 2.515 -0.22 -0.25 0.61 0.000
C 4.305 1.405 3.284 -0.78 -0.14 -0.10 0.000
C 4.045 0.691 4.411 0.20 0.28 -0.48 -0.001
S 2.415 0.287 4.557 -0.65 -0.30 0.30 0.000
C -0.060 -0.192 2.749 -0.33 0.47 0.23 -0.029
C 0.289 -1.294 2.024 -0.30 -0.20 -0.71 0.083
C -0.389 -2.463 2.446 -0.12 -0.01 0.12 0.050
C -1.217 -2.213 3.495 0.40 0.21 -0.24 0.002
S -1.199 -0.570 3.958 0.14 0.13 -0.11 0.000
C -0.155 2.285 3.263 -0.30 0.03 -0.22 -0.013
C 0.134 2.928 4.428 -0.32 -0.03 -0.38 -0.004
C -0.822 3.919 4.752 -0.57 -0.10 -0.64 0.000
C -1.818 4.008 3.820 0.48 -0.12 0.36 0.000
S -1.597 2.899 2.542 0.07 -0.05 0.14 0.014
H 3.058 2.172 1.600 0.12 0.31 -0.43 0.001
H 5.281 1.754 3.039 0.44 0.21 -0.24 0.000
H 4.749 0.394 5.147 0.37 -0.22 0.52 0.000
H 1.032 -1.285 1.224 0.27 -0.08 0.24 -0.067
H -0.265 -3.427 2.001 0.04 -0.37 -0.16 -0.001
H -1.844 -2.902 4.011 -0.28 -0.36 0.25 0.000
H 0.980 2.720 5.040 0.47 -0.17 0.23 0.000
H -0.774 4.530 5.627 -0.01 0.26 0.34 0.000
H -2.657 4.662 3.815 -0.38 0.34 0.01 0.000
O -0.509 -0.502 -1.752 0.53 1.15 0.47 -0.041
C -1.244 -1.663 -2.097 -0.62 -0.61 0.13 -0.013
C -2.010 -2.078 -0.874 -0.02 -0.08 0.37 0.005
C -2.633 -1.232 0.007 0.24 -0.19 -0.26 0.092
C -3.342 -1.917 1.010 0.02 -0.50 -0.12 0.032
C -3.248 -3.270 0.867 0.09 0.37 -0.34 -0.002
S -2.284 -3.715 -0.470 -0.03 0.15 0.06 0.003
C -0.265 -2.697 -2.523 0.47 -0.45 -0.26 -0.034
C 0.857 -3.092 -1.842 -0.39 0.15 -0.24 0.006
C 1.545 -4.130 -2.488 -0.28 -0.25 -0.61 0.008
C 0.923 -4.511 -3.652 0.03 0.37 0.52 -0.007
S -0.482 -3.604 -3.965 0.20 0.08 0.24 0.001
C -2.171 -1.261 -3.192 -0.32 0.34 -0.30 0.002
C -3.483 -1.604 -3.344 0.49 0.11 0.00 0.000
C -4.047 -1.062 -4.513 0.55 0.58 -0.58 0.000
C -3.152 -0.297 -5.220 -0.33 -0.48 0.54 -0.002
S -1.615 -0.246 -4.473 -0.26 -0.15 0.05 0.002
H -2.638 -0.161 -0.104 -0.12 0.31 -0.07 -0.047
H -3.907 -1.441 1.776 -0.30 0.24 0.45 -0.001
H -3.699 -4.023 1.468 -0.22 -0.38 0.32 0.000
H 1.161 -2.656 -0.907 0.06 0.08 0.27 -0.014
H 2.436 -4.589 -2.118 0.35 -0.19 0.10 0.000
H 1.220 -5.277 -4.333 0.13 -0.32 -0.25 0.000
H -4.014 -2.229 -2.658 -0.20 -0.23 0.29 0.000
H -5.062 -1.218 -4.814 -0.33 -0.04 -0.16 0.000
H -3.316 0.225 -6.136 -0.08 0.21 -0.34 0.000
```
Positions in Å, forces in eV/Å.

=====

Record 3
Computed, not measured: a molecular structure, C32H25AsEuN6O8S3 in a non-equilibrium geometry, with ωB97M-V with the def2-TZVPD basis set.

The HOMO energy (spin up / spin down) comes out at -4.25 / -4.26 eV. Its expectation value of S² is 12.01. For the energy relative to the best compared isomer or geometry (same formula, charge and spin), the calculation gives 0.0 kJ/mol. The calculation puts the frontier orbital gap (spin up / spin down) at 0.233 / 0.233 Ha. As for the spin multiplicity: 7. Its total charge is -1.

Structure (XYZ):
```
76
Properties=species:S:1:pos:R:3:forces:R:3:mulliken_spin:R:1
Eu -0.565 -0.075 -0.011 0.72 -0.37 -1.38 6.031
O 3.094 -1.542 -1.536 0.04 0.03 -0.18 -0.002
C 2.089 -1.752 -0.850 -0.15 -0.39 0.33 -0.003
N 0.792 -1.710 -1.204 0.44 0.10 -0.42 0.000
C 0.531 -1.884 -2.596 0.22 -0.03 0.30 0.002
C 1.136 -2.925 -3.293 -0.01 -0.06 -0.01 0.000
C 0.838 -3.172 -4.623 -0.06 0.05 0.01 0.000
C -0.092 -2.367 -5.266 -0.01 0.04 0.07 0.000
C -0.708 -1.324 -4.587 0.08 -0.08 0.05 -0.001
C -0.397 -1.055 -3.243 -0.20 0.19 -0.07 -0.005
N -0.886 0.017 -2.472 -0.01 -0.21 0.09 -0.008
C -1.683 0.945 -3.016 0.03 0.00 -0.12 -0.004
O -2.249 0.956 -4.116 -0.07 0.00 0.07 0.000
C -1.811 2.207 -2.185 0.14 -0.22 -0.12 0.003
C -2.805 3.122 -2.489 0.04 0.14 -0.02 0.000
C -2.830 4.317 -1.796 -0.01 0.02 0.01 0.000
C -1.857 4.561 -0.837 -0.04 0.05 0.00 0.000
C -0.920 3.578 -0.590 0.10 -0.06 -0.05 0.001
N -0.890 2.417 -1.246 -0.18 -0.03 0.31 -0.001
C 2.346 -2.226 0.586 -0.20 0.17 -0.21 0.002
C 3.659 -2.408 1.009 0.03 0.04 0.06 -0.001
C 3.880 -2.986 2.246 0.06 -0.01 0.00 0.000
C 2.790 -3.373 3.014 0.00 0.02 0.01 0.000
C 1.521 -3.121 2.519 0.03 0.18 -0.04 0.001
N 1.301 -2.544 1.341 -0.16 -0.25 -0.03 0.001
H 1.854 -3.547 -2.772 0.00 0.01 -0.01 0.000
H 1.321 -3.988 -5.147 0.00 0.00 0.01 0.000
H -0.350 -2.546 -6.304 0.01 0.00 0.01 0.000
H -1.432 -0.701 -5.082 0.00 0.00 -0.01 0.000
H -3.514 2.871 -3.263 0.00 0.00 0.01 0.000
H -3.602 5.052 -1.995 0.02 0.00 0.01 0.000
H -1.846 5.469 -0.251 -0.01 0.00 -0.02 0.000
H -0.169 3.715 0.179 -0.01 -0.02 0.01 0.000
H 4.458 -2.105 0.347 0.00 -0.01 0.01 0.000
H 4.890 -3.147 2.605 -0.01 -0.01 0.00 0.000
H 2.915 -3.850 3.977 0.01 0.01 -0.01 0.000
H 0.639 -3.372 3.101 0.01 -0.03 -0.03 0.000
O -4.796 -1.342 0.768 -0.34 -0.32 -0.16 0.000
As -3.362 -0.362 0.967 0.09 -0.02 -0.45 0.001
O -3.121 0.492 -0.433 0.13 -0.36 0.58 0.000
O -2.046 -1.399 1.167 -0.27 0.37 0.03 -0.007
C -3.886 0.506 2.597 -0.01 0.25 0.37 0.000
C -5.045 0.018 3.211 0.16 0.12 0.03 0.000
C -5.481 0.548 4.414 -0.04 -0.01 0.00 0.000
C -4.770 1.571 5.021 -0.04 0.04 0.11 0.000
C -3.625 2.067 4.429 -0.02 -0.13 -0.17 0.000
C -3.177 1.538 3.218 -0.33 -0.04 0.25 0.001
S -1.712 2.315 2.583 0.08 -0.87 -1.06 0.002
O -0.751 2.305 3.653 0.17 0.03 0.28 0.000
O -2.115 3.608 2.106 -0.06 0.21 0.04 -0.001
O -1.329 1.382 1.465 -0.55 1.57 1.65 -0.007
H -4.809 -1.618 -0.158 -0.05 -0.01 0.00 0.000
H -5.599 -0.775 2.738 -0.03 -0.04 -0.02 0.000
H -6.379 0.158 4.876 0.01 0.00 -0.01 0.000
H -5.110 1.987 5.962 0.00 -0.01 -0.01 0.000
H -3.062 2.863 4.898 0.03 -0.01 -0.04 0.000
C 2.018 1.437 -2.441 0.06 0.01 0.11 0.003
C 2.473 1.502 -1.024 -0.31 -0.24 -0.03 0.001
N 1.800 1.098 0.027 0.23 0.04 0.04 -0.008
C 2.566 1.193 1.179 -0.43 -0.06 0.13 0.000
C 3.808 1.697 0.997 0.18 -0.04 0.04 0.000
S 4.054 2.025 -0.657 0.26 0.23 -0.04 0.000
C 2.006 0.744 2.465 -0.16 0.10 -0.44 -0.001
C 2.554 0.966 3.683 0.18 -0.08 0.08 0.000
S 1.610 0.198 4.875 0.01 0.17 0.26 0.000
C 0.498 -0.314 3.679 -0.23 -0.21 -0.22 0.001
N 0.832 0.020 2.468 0.27 0.10 0.07 -0.001
C -0.743 -1.056 4.053 0.09 0.00 -0.03 0.001
H 0.939 1.549 -2.499 0.03 -0.01 0.03 0.000
H 2.287 0.454 -2.835 -0.01 -0.04 -0.02 0.000
H 2.505 2.211 -3.034 0.02 -0.03 -0.02 0.000
H 4.573 1.856 1.738 0.00 -0.02 -0.03 0.000
H 3.446 1.520 3.921 0.00 -0.03 0.01 0.000
H -0.534 -1.802 4.821 0.01 0.00 0.00 0.000
H -1.162 -1.535 3.169 0.00 0.02 0.00 0.000
H -1.482 -0.358 4.454 0.01 0.03 -0.02 0.000
```
Positions in Å, forces in eV/Å.